<1>
The following is a DFT calculation (ωB97M-V/def2-TZVPD) of a molecular structure, C4H6O2Sn.

Cartesian coordinates (Å):
O -0.435 2.761 -0.491
C 0.014 1.627 -1.215
C -0.273 0.323 -0.455
O 0.954 -0.173 0.121
C 0.879 -1.229 0.937
C -0.263 -1.853 1.288
Sn -1.282 1.663 0.802
H 1.101 1.701 -1.419
H -0.498 1.577 -2.198
H -0.673 -0.453 -1.126
H 1.852 -1.719 1.040
H -0.200 -2.624 2.056
H -1.174 -1.602 0.661

Results
highest occupied orbital energy: -8.14 eV
total charge: 0
E_LUMO: -0.6931 eV
Kohn-Sham gap: 7.446 eV

<2>
The following is a DFT calculation (ωB97M-V/def2-TZVPD) of a molecular structure, C4H6O2Sn.

Cartesian coordinates (Å):
H -1.631 3.727 -1.603
O 0.370 2.263 -2.662
C -0.269 2.024 -1.467
C -0.821 0.834 -1.128
C -1.151 0.630 0.336
C -1.706 -0.706 0.657
O -1.907 -1.578 -0.192
Sn -1.362 -0.862 -2.008
H 0.103 1.586 -3.294
H 0.132 2.714 -0.712
H -1.907 1.348 0.727
H -0.296 0.768 1.030
H -1.974 -0.922 1.705

Results
highest occupied orbital energy (spin up / spin down): -8.42 / -6.00 eV
total charge: 0
E_LUMO (spin up / spin down): -0.4394 / -0.6741 eV
Kohn-Sham gap (spin up / spin down): 7.981 / 5.326 eV

Quick one: least stable of them? <2>

<1>
The following is a DFT calculation (ωB97M-V/def2-TZVPD) of a gas-phase ion, C4H8N2 (charge +2).

Cartesian coordinates (Å):
C -1.545 1.763 -0.462
C -0.042 -0.270 0.570
C -0.522 -0.463 1.915
C 1.208 -0.295 -1.618
N -0.955 0.838 -0.162
N 0.795 -0.734 -0.253
H -2.169 2.532 -0.928
H -1.379 -1.231 1.770
H -0.873 0.509 2.247
H 0.353 -0.608 2.743
H 0.700 -1.062 -2.334
H 2.219 -0.334 -1.834
H 0.882 0.816 -1.877
H 1.328 -1.459 0.225

Results
highest occupied orbital energy: -21.95 eV
total charge: +2
SMILES: C#[N+]/C(C)=[NH+]\C
E_LUMO: -10.6691 eV
Kohn-Sham gap: 11.278 eV

<2>
The following is a DFT calculation (ωB97M-V/def2-TZVPD) of a gas-phase ion, C4H8N2 (charge +2).

Cartesian coordinates (Å):
C -1.010 1.229 0.321
C 0.028 0.317 0.026
C -2.268 1.748 -0.073
C 0.750 -0.782 -0.503
N 0.033 1.029 1.094
N 1.989 -0.913 0.373
H -2.193 2.216 -1.160
H -2.848 2.344 0.679
H -2.789 0.827 -0.318
H 1.063 -0.650 -1.553
H 0.140 -1.721 -0.651
H 2.509 -0.057 0.123
H 2.587 -1.841 0.296
H 1.782 -0.935 1.480

Results
highest occupied orbital energy: -21.18 eV
total charge: +2
SMILES: CC1=[N+]=C1C[NH3+]
E_LUMO: -9.7109 eV
Kohn-Sham gap: 11.466 eV

Quick one: least stable of them? <1>

<1>
The following is a DFT calculation (ωB97M-V/def2-TZVPD) of C20H29N3O4 in the gas phase.

Cartesian coordinates (Å):
C 3.160 2.037 2.645
H 3.701 2.485 1.805
O 1.907 2.648 2.836
C 0.989 2.575 1.835
C 1.193 1.942 0.613
C 0.177 1.917 -0.326
C -1.049 2.515 -0.076
C -1.245 3.155 1.142
C -0.239 3.189 2.085
H -0.381 3.683 3.033
H -2.189 3.636 1.353
C -2.160 2.356 -1.082
N -2.728 1.027 -0.971
C -2.376 -0.010 -1.758
O -1.613 0.042 -2.700
C -3.109 -1.239 -1.242
H -2.495 -2.135 -1.325
H -4.004 -1.387 -1.850
C -3.468 -0.874 0.202
H -4.408 -1.322 0.526
C -2.389 -1.354 1.179
O -2.646 -2.090 2.109
N -1.154 -0.879 0.928
H -0.972 -0.317 0.112
C 0.009 -1.313 1.666
C 0.602 -2.603 1.092
C 0.970 -2.477 -0.390
N 1.844 -1.342 -0.644
C 3.230 -1.548 -0.249
C 4.011 -2.425 -1.238
H 5.070 -2.452 -0.974
O 3.947 -1.904 -2.548
C 2.606 -1.767 -2.975
C 1.817 -0.864 -2.020
H 0.784 -0.771 -2.361
H 2.283 0.127 -2.026
H 2.648 -1.330 -3.973
H 2.131 -2.759 -3.039
H 3.618 -3.453 -1.226
H 3.266 -1.992 0.747
H 3.708 -0.563 -0.210
H 0.056 -2.313 -0.967
H 1.397 -3.436 -0.721
H 1.478 -2.874 1.682
H -0.131 -3.404 1.195
H -0.299 -1.488 2.700
H 0.747 -0.511 1.627
C -3.551 0.660 0.159
H -3.170 1.120 1.075
H -4.583 0.999 0.000
H -1.775 2.449 -2.100
H -2.952 3.093 -0.920
H 0.341 1.423 -1.271
H 2.129 1.461 0.379
H 3.716 2.212 3.564
H 3.062 0.959 2.481

Results
highest occupied orbital energy: -8.29 eV
total charge: 0
SMILES: COc1ccc(CN2C[C@H](C(=O)NCCCN3CCOCC3)CC2=O)cc1
E_LUMO: 0.7025 eV
Kohn-Sham gap: 8.995 eV

<2>
The following is a DFT calculation (ωB97M-V/def2-TZVPD) of C20H29N3O4 in the gas phase.

Cartesian coordinates (Å):
C 2.799 2.722 1.613
C 3.638 1.775 0.762
C 3.155 0.323 0.764
H 3.116 -0.050 1.789
H 3.879 -0.266 0.202
C 1.766 0.093 0.130
C 0.688 0.587 1.079
O 0.600 0.201 2.223
N -0.236 1.468 0.588
C -0.304 1.995 -0.691
N -1.130 2.833 -1.151
C -2.242 3.347 -0.404
H -2.029 3.450 0.670
H -2.450 4.340 -0.810
C -3.494 2.457 -0.589
C -3.175 1.062 -0.145
C -3.237 0.701 1.189
C -2.745 -0.526 1.614
C -2.176 -1.408 0.711
C -2.156 -1.068 -0.660
C -2.650 0.157 -1.066
H -2.612 0.445 -2.104
O -1.587 -1.993 -1.488
C -1.487 -1.693 -2.858
H -0.867 -0.807 -3.033
H -2.472 -1.544 -3.312
H -1.009 -2.560 -3.313
O -1.606 -2.600 1.032
C -1.360 -2.865 2.393
H -2.291 -3.013 2.951
H -0.778 -2.060 2.853
H -0.784 -3.789 2.410
H -2.788 -0.773 2.662
H -3.657 1.382 1.915
H -4.308 2.883 -0.001
H -3.773 2.467 -1.642
N 0.697 1.559 -1.535
C 1.737 0.713 -1.252
O 2.568 0.487 -2.101
H 0.684 1.974 -2.460
H -0.990 1.705 1.224
C 1.477 -1.433 0.015
C 2.416 -2.248 -0.869
C 1.895 -3.676 -0.990
H 2.527 -4.258 -1.656
H 0.879 -3.680 -1.379
H 1.883 -4.161 -0.016
H 2.484 -1.798 -1.860
H 3.420 -2.271 -0.443
H 0.462 -1.564 -0.362
H 1.501 -1.835 1.030
H 3.682 2.144 -0.265
H 4.660 1.774 1.149
H 3.318 3.670 1.737
H 1.838 2.930 1.150
H 2.622 2.295 2.598

Results
highest occupied orbital energy: -8.20 eV
total charge: 0
SMILES: CCCC1(CCC)C(=O)NC(=NCCc2ccc(OC)c(OC)c2)NC1=O
E_LUMO: 0.7606 eV
Kohn-Sham gap: 8.965 eV

Quick one: least stable of them? <1>

<1>
The following is a DFT calculation (ωB97M-V/def2-TZVPD) of 2 unconnected molecules or ions with the total composition C2H9N2O.

Cartesian coordinates (Å):
C -1.978 -0.775 0.376
C 1.414 -0.123 -0.076
N 1.878 0.976 0.470
N -1.094 0.283 -0.274
O 1.705 -0.517 -1.281
H -2.913 -0.466 0.621
H -2.013 -1.635 -0.200
H -1.387 -1.154 1.310
H 0.663 -0.771 0.449
H 2.509 1.566 -0.023
H 1.881 1.095 1.489
H -1.518 0.436 -1.141
H -0.979 1.036 0.328
H 1.830 0.049 -2.048

Results
highest occupied orbital energy: -14.01 eV
total charge: +1
E_LUMO: -4.1110 eV
Kohn-Sham gap: 9.902 eV

<2>
The following is a DFT calculation (ωB97M-V/def2-TZVPD) of 2 unconnected molecules or ions with the total composition C2H9N2O.

Cartesian coordinates (Å):
C -0.563 0.242 0.269
C 0.469 1.071 0.272
N 1.321 1.210 1.342
N -1.474 -0.273 -0.787
H -0.973 -0.109 1.261
H 0.652 1.698 -0.583
H 1.827 2.063 1.321
H 1.442 0.526 2.063
H -0.927 -0.826 -1.488
H -2.040 0.462 -1.229
H -2.180 -0.862 -0.369
H 0.094 -2.646 -0.695
H 1.190 -1.565 -0.526
O 0.290 -1.696 -0.841

Results
highest occupied orbital energy: -12.68 eV
total charge: +1
E_LUMO: -3.3504 eV
Kohn-Sham gap: 9.334 eV

<3>
The following is a DFT calculation (ωB97M-V/def2-TZVPD) of 2 unconnected molecules or ions with the total composition C2H9N2O.

Cartesian coordinates (Å):
C 2.199 0.209 -0.714
N -0.817 0.431 1.276
C 0.369 0.060 0.901
N 0.818 0.201 -0.329
H 2.612 -0.646 -1.259
H 2.327 0.994 -1.466
H 2.894 0.462 0.080
H -1.572 0.769 0.707
H -1.048 0.329 2.246
H 0.955 -0.550 1.580
H 0.145 0.487 -1.021
H -2.878 -1.328 -1.273
H -3.388 -0.784 -0.086
O -2.616 -0.635 -0.641

Results
highest occupied orbital energy: -15.00 eV
total charge: +1
E_LUMO: -3.5530 eV
Kohn-Sham gap: 11.443 eV

Quick one: least stable of them? <2>

<1>
The following is a DFT calculation (ωB97M-V/def2-TZVPD) of 2 unconnected molecules or ions with the total composition C2H9N2O.

Cartesian coordinates (Å):
C -2.350 -0.565 -0.475
N 0.751 1.034 0.746
C -0.460 0.803 0.244
N -0.904 -0.336 -0.156
H -2.370 -1.467 -1.079
H -2.861 -0.793 0.428
H -2.725 0.358 -0.899
H 1.473 0.348 0.506
H 0.900 1.638 1.535
H -1.096 1.685 0.209
H -0.364 -1.181 -0.066
H 3.586 -1.219 -0.099
H 3.414 0.145 -0.764
O 3.003 -0.450 -0.130

Results
highest occupied orbital energy: -15.08 eV
total charge: +1
E_LUMO: -3.5670 eV
Kohn-Sham gap: 11.514 eV

<2>
The following is a DFT calculation (ωB97M-V/def2-TZVPD) of 2 unconnected molecules or ions with the total composition C2H9N2O.

Cartesian coordinates (Å):
C 0.420 -0.222 -2.243
N -0.021 -0.024 -0.852
C -0.206 1.146 -0.320
N -0.684 1.337 0.889
H 1.356 -0.768 -2.249
H -0.365 -0.747 -2.791
H 0.458 0.758 -2.709
H -0.453 -0.792 -0.356
H 0.054 2.046 -0.868
H -0.892 0.601 1.560
H -0.554 2.241 1.340
H 0.670 -2.363 2.370
H 0.054 -1.628 3.592
O 0.163 -1.587 2.637

Results
highest occupied orbital energy: -15.32 eV
total charge: +1
E_LUMO: -3.3894 eV
Kohn-Sham gap: 11.931 eV

Quick one: least stable of them? <1>